DFT (ωB97M-V/def2-TZVPD) results for 2 unconnected molecules or ions with the total composition C4H10O2.

Atoms and positions in Å:
H: -3.1867 -0.1890 0.3726
H: -2.1736 -1.6199 0.1258
H: 1.5463 0.9481 1.2404
H: 1.5211 -0.4166 -1.3760
H: 1.2319 1.8707 -0.2836
C: 0.2779 -0.0037 -0.1971
C: -1.0803 0.2457 0.3783
C: -2.2773 -0.5601 -0.1157
C: 1.4438 0.8873 0.1549
O: 0.4762 -0.5921 -1.3107
H: -1.2555 1.3148 0.1716
H: -0.9772 0.1815 1.4665
H: -2.4159 -0.4566 -1.1953
O: 2.5372 0.3192 -0.4866
H: 1.8228 -1.2915 0.8576
H: 2.5095 -0.6377 0.1973

HOMO energy = -0.2990 hartree
DFT total energy = -8401.320 eV